The following is a quantum chemistry calculation of a cluster of 2 separate species, C6H7BrNO2 in total, from the Open Molecules 2025 dataset.

Last column: Mulliken charge in e.
CARTESIAN COORDINATES (ANGSTROEM)
C (-0.059, -1.172, -0.564)  0.392
C (0.992, -2.022, -0.601)  -0.608
C (2.298, -1.791, -0.842)  -0.002
C (2.925, -0.546, -0.853)  -0.164
C (2.657, 0.483, -0.040)  -0.326
C (-3.673, 1.546, 1.416)  0.260
N (-1.101, -0.713, -0.331)  -0.134
O (-4.085, 2.726, 1.075)  -0.338
O (-3.075, 0.786, 0.731)  -0.559
Br (3.746, 2.110, -0.127)  -0.074
H (0.583, -3.038, -0.704)  0.318
H (2.855, -2.564, -1.248)  0.380
H (3.906, -0.521, -1.402)  0.304
H (2.028, 0.471, 0.871)  0.397
H (-4.030, 1.507, 2.509)  0.287
H (-3.949, 2.817, 0.118)  0.323
H (-2.018, -0.080, -0.009)  0.543

The calculation puts the HOMO energy at -0.4803 Eh. The calculation puts the strongest force on any atom at 0.0839 hartree/bohr. The value obtained for the HOMO-LUMO gap is 8.0 eV. For the molecular weight, the calculation gives 205.03 g/mol. The total charge is +1.